Below is a structure of composition C2H3OPb, with properties calculated with ωB97M-V with the def2-TZVPD basis set.

As for the expectation value of S²: 0.7545. The value obtained for the LUMO energy (spin up / spin down) is -12.108 / -12.125 eV. Its largest force on an atom is 2.52 eV/A. The HOMO energy (spin up / spin down) comes out at -0.6712 / -0.7137 Ha. The calculation puts the HOMO-LUMO gap (spin up / spin down) at 6.16 / 7.30 eV.

The geometry in ORCA input format:
```
! RIJCOSX wB97M-V def2-TZVPD def2/J DEFGRID3
* xyz 2 2
O -0.301 0.304 1.015
Pb -2.354 0.701 0.995
H 0.212 0.339 1.839
C 0.615 -0.392 -0.923
C 0.452 0.657 -0.137
H 1.569 -0.807 -1.250
H -0.193 -0.803 -1.539
*
```

Löwdin atomic charge list, values in e, 2 entries:
1. O -0.385
2. Pb 1.881

***

Below is a cluster of 2 separate species, C2H8N2 in total, with properties calculated with ωB97M-V with the def2-TZVPD basis set.

The value obtained for the LUMO energy is 0.875 eV. Its largest force on an atom is 3.04 eV/A. The structure (SMILES) is C=NC.N. The value obtained for the energy above the lowest of the compared OMol25 structures with the same formula, charge and spin is 32.2 kcal/mol. The HOMO energy comes out at -0.3524 Ha. The calculation puts the HOMO-LUMO gap at 10.47 eV.

The geometry in ORCA input format:
```
! RIJCOSX wB97M-V def2-TZVPD def2/J DEFGRID3
* xyz 0 1
C 1.453 -0.371 1.100
N 0.646 0.495 0.562
C 0.732 0.669 -0.916
H 1.782 -1.267 0.557
H 1.663 -0.151 2.207
H 0.039 0.085 -1.510
H 0.483 1.692 -1.168
H 1.762 0.553 -1.165
N -2.274 -0.223 -0.066
H -2.018 -0.946 -0.701
H -2.856 -0.535 0.700
H -1.410 -0.002 0.400
*
```

Löwdin atomic charge list, values in e, 2 entries:
1. C -0.067
2. N -0.121

***

Below is an isolated molecule of C5H6O2, with properties calculated with ωB97M-V with the def2-TZVPD basis set.

The value obtained for the LUMO energy is 0.948 eV. Its largest force on an atom is 5.07 eV/A. The structure (SMILES) is C1=CO[C@H]2C[C@@H]2O1. The value obtained for the energy above the lowest of the compared OMol25 structures with the same formula, charge and spin is 139.8 kcal/mol. The HOMO energy comes out at -0.3137 Ha. The calculation puts the HOMO-LUMO gap at 9.48 eV.

The geometry in ORCA input format:
```
! RIJCOSX wB97M-V def2-TZVPD def2/J DEFGRID3
* xyz 0 1
C 1.242 0.902 -0.166
C 1.503 -0.414 0.078
O 0.680 -1.505 0.062
C -0.576 -0.795 -0.338
C -2.029 -0.209 -0.041
C -0.806 0.533 0.554
O -0.010 1.494 -0.168
H 2.265 1.513 0.044
H 2.501 -0.815 0.438
H -0.183 -0.581 -1.423
H -2.691 -0.701 0.737
H -2.593 0.204 -1.078
H -0.665 0.375 1.609
*
```

Löwdin atomic charge list, values in e, 2 entries:
1. C -0.155
2. C -0.199

***

Below is a cluster of 6 separate species, C38H36B3FO25 in total, with properties calculated with ωB97M-V with the def2-TZVPD basis set.

The value obtained for the LUMO energy is -1.776 eV. Its largest force on an atom is 4.04 eV/A. The structure (SMILES) is CC(=O)OCCCCCCB1OBOB(F)O1.O=C1C=C(O)C(=O)C=C1O.O=C1C=C(O)C(=O)C=C1O.O=C1C=C(O)C(=O)C=C1O.O=C1C=C(O)C(=O)C=C1O.O=C1C=C(O)C(=O)C=C1O. The HOMO energy comes out at -0.3493 Ha. The calculation puts the HOMO-LUMO gap at 7.73 eV.

The geometry in ORCA input format:
```
! RIJCOSX wB97M-V def2-TZVPD def2/J DEFGRID3
* xyz 0 1
C -4.463 8.165 -2.341
C -5.682 7.215 -1.866
O -5.691 6.749 -0.713
O -6.706 7.023 -2.824
C -6.609 5.692 -3.445
C -5.692 5.769 -4.737
C -4.173 5.320 -4.600
C -3.763 4.532 -3.281
C -2.163 4.246 -3.156
C -1.402 4.241 -4.566
B 0.048 3.532 -4.551
O 1.321 4.198 -4.701
B 2.239 3.366 -5.432
O 1.940 2.085 -6.017
B 0.597 1.658 -5.714
F -0.221 0.915 -6.603
O 0.085 2.079 -4.421
H -4.964 9.014 -2.929
H -3.899 8.552 -1.438
H -3.814 7.511 -3.004
H -6.377 4.867 -2.704
H -7.680 5.483 -3.814
H -6.181 5.193 -5.600
H -5.693 6.868 -5.079
H -3.943 4.621 -5.485
H -3.428 6.191 -4.721
H -4.236 3.480 -3.310
H -4.117 4.995 -2.302
H -1.726 5.110 -2.545
H -1.978 3.262 -2.591
H -1.331 5.289 -5.023
H -2.052 3.620 -5.289
H 3.363 3.748 -5.534
O 2.823 -0.527 1.941
C 2.027 -0.198 1.078
C 2.318 -0.327 -0.354
C 1.425 0.060 -1.266
O 1.678 -0.054 -2.598
C 0.110 0.636 -0.871
O -0.670 0.994 -1.736
C -0.193 0.744 0.559
C 0.698 0.354 1.474
O 0.432 0.444 2.803
H 3.277 -0.745 -0.629
H 0.881 0.295 -3.044
H -1.159 1.148 0.832
H 1.232 0.102 3.254
O 7.045 2.458 -3.301
C 6.938 1.245 -3.285
C 6.107 0.542 -2.302
C 6.029 -0.790 -2.308
O 5.261 -1.457 -1.406
C 6.779 -1.609 -3.303
O 6.697 -2.824 -3.265
C 7.591 -0.905 -4.300
C 7.666 0.427 -4.297
O 8.412 1.095 -5.216
H 5.569 1.147 -1.585
H 5.374 -2.404 -1.618
H 8.116 -1.510 -5.027
H 8.303 2.041 -5.000
O 2.450 -3.029 0.447
C 1.994 -4.127 0.707
C 1.313 -4.955 -0.292
C 0.813 -6.147 0.042
O 0.181 -6.929 -0.873
C 0.925 -6.676 1.431
O 0.440 -7.762 1.703
C 1.627 -5.859 2.424
C 2.130 -4.668 2.090
O 2.786 -3.897 2.997
H 1.236 -4.559 -1.295
H -0.087 -7.732 -0.387
H 1.717 -6.262 3.424
H 3.049 -3.089 2.513
O -2.658 -5.878 3.019
C -3.116 -6.911 3.478
C -2.402 -8.188 3.404
C -2.946 -9.300 3.905
O -2.296 -10.492 3.847
C -4.290 -9.286 4.549
O -4.762 -10.324 4.979
C -4.994 -8.004 4.644
C -4.448 -6.891 4.147
O -5.086 -5.694 4.229
H -1.428 -8.185 2.932
H -2.895 -11.135 4.272
H -5.960 -8.003 5.130
H -4.489 -5.052 3.798
O 0.917 3.101 9.631
C 1.103 2.444 8.623
C 0.818 1.008 8.555
C 1.052 0.321 7.434
O 0.790 -1.010 7.354
C 1.612 0.982 6.221
O 1.830 0.318 5.221
C 1.875 2.422 6.280
C 1.637 3.110 7.399
O 1.873 4.445 7.470
H 0.414 0.541 9.443
H 1.045 -1.271 6.449
H 2.264 2.892 5.387
H 1.624 4.704 8.379
*
```

Löwdin atomic charge list, values in e, 2 entries:
1. C 0.016
2. C -0.434